Entry 1:
The following is a DFT calculation (the ωB97M-V functional and the def2-TZVPD basis) of a structure of composition C41H46GeKNO2 in a non-equilibrium geometry.

Each line ends with the Mulliken charge.
Geometry (Å):
K: 0.562 0.751 -1.433  1.309
O: 2.186 0.729 -0.021  -0.435
C: 2.976 1.679 0.554  1.605
C: 2.526 3.094 0.048  -1.479
C: 1.080 3.459 0.369  0.021
C: 0.766 4.252 1.466  -0.129
C: -0.564 4.537 1.735  -1.252
C: -1.554 3.977 0.948  -0.374
C: -1.178 3.152 -0.104  0.442
C: -2.226 2.356 -0.885  -1.956
C: -2.559 0.913 -0.318  2.640
O: -1.543 0.037 -0.817  -0.181
C: -2.505 0.991 1.201  -0.478
C: -3.602 1.452 1.922  -0.215
C: -3.514 1.678 3.287  -0.931
C: -2.317 1.450 3.953  -0.887
C: -1.217 0.992 3.243  -0.547
C: -1.309 0.761 1.877  0.276
C: -3.885 0.384 -0.847  -0.361
C: -4.295 0.693 -2.141  -0.552
C: -5.411 0.088 -2.703  -0.937
C: -6.145 -0.832 -1.968  -0.602
C: -5.754 -1.135 -0.671  -0.937
C: -4.632 -0.537 -0.118  0.180
N: 0.110 2.963 -0.414  -0.477
C: 4.452 1.454 0.145  -0.252
C: 4.845 0.158 -0.175  -0.377
C: 6.155 -0.124 -0.530  -0.799
C: 7.104 0.890 -0.585  -0.477
C: 6.727 2.186 -0.275  -0.929
C: 5.413 2.461 0.089  -0.100
C: 2.938 1.617 2.093  -0.301
C: 2.403 0.498 2.711  0.087
C: 2.420 0.378 4.097  -0.701
C: 2.954 1.383 4.887  -0.628
C: 3.491 2.512 4.277  -0.941
C: 3.487 2.618 2.895  -0.290
H: 2.662 3.080 -1.037  0.539
H: 3.154 3.902 0.427  0.684
H: 1.559 4.633 2.094  0.440
H: -0.823 5.167 2.577  0.428
H: -2.602 4.136 1.163  0.490
H: -1.909 2.262 -1.928  0.646
H: -3.162 2.917 -0.879  0.450
H: -4.539 1.648 1.413  0.483
H: -4.378 2.036 3.832  0.427
H: -2.238 1.632 5.017  0.442
H: -0.270 0.834 3.741  0.248
H: -0.417 0.450 1.345  0.236
H: -3.733 1.402 -2.733  0.361
H: -5.702 0.338 -3.715  0.421
H: -7.019 -1.301 -2.401  0.415
H: -6.326 -1.844 -0.086  0.408
H: -4.335 -0.795 0.891  0.371
H: 4.092 -0.618 -0.148  0.428
H: 6.440 -1.140 -0.771  0.404
H: 8.125 0.670 -0.869  0.393
H: 7.451 2.990 -0.313  0.408
H: 5.153 3.484 0.330  0.263
H: 1.984 -0.272 2.076  0.354
H: 2.011 -0.511 4.564  0.405
H: 2.963 1.289 5.965  0.400
H: 3.923 3.304 4.876  0.432
H: 3.938 3.490 2.438  0.336
C: 2.162 -2.548 -4.075  -1.545
C: 1.117 -2.736 -2.987  0.236
C: 1.527 -2.068 -1.683  -0.068
C: 0.529 -2.199 -0.514  0.394
Ge: -1.388 -1.778 -0.604  1.054
C: -2.437 -2.601 -2.003  -0.480
C: -2.819 -4.059 -1.742  -1.240
C: -1.698 -5.078 -1.882  0.379
C: -2.192 -6.496 -1.645  -1.592
H: 1.866 -3.010 -5.017  0.445
H: 3.120 -2.981 -3.780  0.338
H: 2.346 -1.489 -4.276  0.288
H: 0.937 -3.801 -2.817  0.166
H: 0.155 -2.342 -3.330  -0.009
H: 1.758 -1.021 -1.865  -0.151
H: 2.487 -2.480 -1.358  0.564
H: 0.915 -1.637 0.342  -1.167
H: 0.479 -3.244 -0.189  0.571
H: -1.971 -2.108 0.783  -0.210
H: -1.932 -2.487 -2.963  0.596
H: -3.345 -1.997 -2.060  -0.100
H: -3.622 -4.338 -2.433  0.514
H: -3.262 -4.152 -0.743  0.284
H: -0.878 -4.855 -1.192  0.057
H: -1.257 -4.994 -2.880  0.210
H: -2.615 -6.607 -0.644  0.349
H: -1.394 -7.232 -1.745  0.424
H: -2.977 -6.761 -2.355  0.345

Strongest force on any atom: 0.04613 hartree/bohr
LUMO energy: 0.088 eV
Energy above the lowest of the compared OMol25 structures with the same formula, charge and spin: 21.3 kcal per mole
Highest occupied orbital energy: -7.51 eV
Net charge: 0
DFT total energy: -4472.05524 hartree

Entry 2:
The following is a DFT calculation (the ωB97M-V functional and the def2-TZVPD basis) of a cluster of 2 separate species, C2H8NSi in total in a non-equilibrium geometry.

Each line ends with the natural charge from an NBO analysis.
Geometry (Å):
C: 1.012 0.495 -0.481  -0.846
C: -0.230 0.197 0.309  -0.259
N: -1.456 0.243 -0.407  -0.724
Si: 1.246 -1.134 0.564  1.036
H: 1.074 0.580 -1.553  0.262
H: 1.460 1.204 0.111  0.277
H: -0.629 1.538 1.717  0.098
H: -1.250 0.733 -1.210  0.433
H: -2.270 0.624 0.145  0.477
H: -1.694 -0.741 -0.625  0.446
H: 0.543 -2.306 -0.193  -0.130
H: 2.193 -1.433 1.623  -0.071

Strongest force on any atom: 0.10446 hartree/bohr
LUMO energy (spin up / spin down): -4.842 / -4.795 eV
Energy above the lowest of the compared OMol25 structures with the same formula, charge and spin: 116.8 kcal per mole
Highest occupied orbital energy (spin up / spin down): -13.29 / -13.21 eV
Net charge: +1
DFT total energy: -424.76428 hartree

Entry 3:
The following is a DFT calculation (the ωB97M-V functional and the def2-TZVPD basis) of a cluster of 3 separate species, C15H34N2O2PS2 in total.

Each line ends with the natural charge from an NBO analysis.
Geometry (Å):
C: -1.754 1.426 -3.280  -0.606
C: -0.800 0.231 -3.381  -0.407
C: -0.719 -0.550 -2.061  -0.225
N: 0.623 -0.977 -1.732  -0.955
P: 1.721 0.311 -1.068  0.991
C: 0.859 0.359 0.654  -0.732
C: 1.700 -0.228 1.790  -0.399
C: 1.157 0.198 3.160  -0.599
C: 2.960 1.671 -0.473  -0.288
C: 2.580 2.985 -0.217  -0.196
C: 3.542 3.923 0.159  -0.282
C: 4.865 3.505 0.268  -0.014
N: 5.272 2.254 0.045  -0.452
C: 4.321 1.386 -0.316  0.006
H: -1.624 1.935 -2.326  0.207
H: -1.589 2.164 -4.063  0.192
H: -2.790 1.087 -3.304  0.185
H: 0.184 0.575 -3.686  0.217
H: -1.188 -0.408 -4.176  0.180
H: -1.207 0.037 -1.269  0.152
H: -1.335 -1.445 -2.181  0.186
H: 0.624 -1.798 -1.142  0.346
H: 2.646 -0.728 -0.587  -0.198
H: 2.439 0.348 -2.353  -0.178
H: 0.823 1.388 -1.507  -0.199
H: 0.631 1.395 0.918  0.189
H: -0.104 -0.158 0.663  0.187
H: 1.651 -1.316 1.717  0.177
H: 2.740 0.087 1.707  0.196
H: 1.823 -0.076 3.979  0.179
H: 0.156 -0.196 3.314  0.188
H: 1.046 1.281 3.142  0.206
H: 1.538 3.266 -0.321  0.208
H: 3.269 4.953 0.345  0.195
H: 5.624 4.227 0.548  0.165
H: 4.647 0.370 -0.513  0.184
C: -0.271 -4.564 -2.847  -0.841
S: -1.866 -4.782 -3.635  1.249
O: -2.774 -3.739 -3.096  -0.981
C: -2.289 -6.320 -2.800  -0.834
H: 0.158 -3.623 -3.193  0.272
H: -0.399 -4.526 -1.765  0.232
H: 0.384 -5.391 -3.125  0.219
H: -2.279 -6.161 -1.721  0.228
H: -1.573 -7.093 -3.079  0.220
H: -3.287 -6.611 -3.121  0.231
C: -2.643 2.632 5.599  -0.836
S: -2.392 1.302 4.410  1.265
O: -1.627 1.881 3.287  -0.963
C: -4.107 1.227 3.869  -0.835
H: -1.674 2.875 6.030  0.239
H: -3.048 3.505 5.087  0.227
H: -3.321 2.297 6.384  0.217
H: -4.408 2.199 3.478  0.228
H: -4.743 0.935 4.706  0.216
H: -4.171 0.479 3.081  0.244

Strongest force on any atom: 0.01330 hartree/bohr
LUMO energy: 2.269 eV
Highest occupied orbital energy: -3.47 eV
Net charge: -1
DFT total energy: -1989.51884 hartree

Entry 4:
The following is a DFT calculation (the ωB97M-V functional and the def2-TZVPD basis) of a cluster of 2 separate species, INO in total in a non-equilibrium geometry.

Each line ends with the natural charge from an NBO analysis.
Geometry (Å):
N: -0.061 0.108 0.333  0.220
O: -0.013 -0.863 -0.327  -0.174
I: 0.473 3.363 -0.564  -0.046

Strongest force on any atom: 0.07731 hartree/bohr
LUMO energy (spin up / spin down): -0.523 / -3.040 eV
Energy above the lowest of the compared OMol25 structures with the same formula, charge and spin: 6.7 kcal per mole
Highest occupied orbital energy (spin up / spin down): -10.15 / -9.40 eV
Net charge: 0
DFT total energy: -427.58520 hartree

Entry 5:
The following is a DFT calculation (the ωB97M-V functional and the def2-TZVPD basis) of a structure of composition C27H48EuOP2 in a non-equilibrium geometry.

Each line ends with the Mulliken charge.
Geometry (Å):
P: 0.660 -2.349 -3.641  0.963
P: 0.407 1.387 -2.530  1.224
C: 0.169 -0.785 -4.379  -0.438
C: 1.076 0.373 -3.981  -1.201
H: -1.168 -0.522 -3.952  -0.656
H: 0.123 -0.881 -5.469  0.788
H: 2.121 0.066 -3.777  0.130
H: 1.184 1.039 -4.858  0.555
C: -0.020 2.745 -3.704  -1.714
H: -0.413 3.607 -3.153  0.437
H: -0.778 2.396 -4.423  0.437
H: 0.882 3.047 -4.263  0.502
C: 1.719 2.104 -1.490  -1.021
H: 2.269 2.845 -2.082  0.554
H: 2.548 1.386 -1.227  0.320
H: 1.254 2.645 -0.636  0.100
C: 0.158 -3.598 -4.902  -1.832
H: 0.178 -4.604 -4.450  0.401
H: 0.881 -3.583 -5.742  0.449
H: -0.846 -3.393 -5.307  0.531
C: 2.437 -2.569 -3.557  -1.216
H: 2.965 -1.619 -3.462  0.406
H: 2.766 -3.052 -4.490  0.380
H: 2.706 -3.215 -2.717  0.351
Eu: 2.092 0.309 0.706  1.086
C: -1.568 0.837 -2.290  0.075
C: -2.085 0.232 -3.566  0.017
C: -3.397 -0.578 -3.479  -1.208
C: -3.280 -2.041 -2.917  -1.070
C: -2.025 -2.780 -3.085  -1.137
C: -0.793 -2.525 -2.347  -0.378
C: -0.444 -1.286 -1.456  0.583
C: -1.548 -0.248 -1.166  -1.101
C: 2.279 -2.053 1.271  -1.489
H: -2.005 1.801 -1.961  0.656
H: -2.186 0.960 -4.384  0.301
H: -3.836 -0.635 -4.469  0.454
H: -4.131 0.001 -2.891  0.255
H: -3.590 -1.981 -1.858  0.340
H: -4.037 -2.684 -3.402  0.386
H: -2.011 -3.710 -3.673  0.559
H: -0.522 -3.440 -1.798  0.810
H: 0.393 -0.711 -1.964  -0.872
H: 0.046 -1.646 -0.529  0.297
H: -2.508 -0.756 -1.078  0.463
H: -1.390 0.241 -0.179  0.162
H: 3.312 -2.386 1.445  0.414
H: 1.725 -2.817 0.709  0.324
H: 1.805 -1.927 2.267  0.274
C: -0.552 4.682 2.989  -1.949
C: 0.221 3.370 2.782  1.580
C: 1.717 3.658 2.588  -1.064
C: -0.008 2.384 3.912  0.377
C: -0.531 2.821 5.124  -0.342
C: -0.784 1.933 6.167  -1.382
C: -0.534 0.575 5.986  -0.238
C: -0.015 0.075 4.800  0.379
C: 0.182 -1.428 4.670  0.960
C: 1.648 -1.770 4.940  -1.428
C: -0.700 -2.223 5.649  -1.936
C: 0.388 1.006 3.768  -0.180
O: 1.093 0.656 2.728  -0.639
H: -0.113 5.251 3.822  0.379
H: -1.613 4.485 3.202  0.431
H: -0.502 5.306 2.086  0.423
H: -0.184 2.901 1.868  -0.152
H: 2.054 4.403 3.329  0.375
H: 2.329 2.753 2.734  0.094
H: 1.894 4.069 1.585  0.280
H: -0.785 3.879 5.257  0.240
H: -1.162 2.298 7.123  0.347
H: -0.795 -0.122 6.782  0.247
H: -0.085 -1.729 3.642  0.241
H: 1.872 -1.554 5.997  0.415
H: 1.839 -2.831 4.737  0.376
H: 2.307 -1.160 4.312  0.286
H: -1.757 -1.932 5.617  0.428
H: -0.651 -3.290 5.406  0.448
H: -0.348 -2.113 6.683  0.355

Strongest force on any atom: 0.08691 hartree/bohr
LUMO energy (spin up / spin down): -1.016 / -1.025 eV
Highest occupied orbital energy (spin up / spin down): -4.93 / -4.93 eV
Net charge: 0
DFT total energy: -2525.47078 hartree
Multiplicity: 8

Entry 6:
The following is a DFT calculation (the ωB97M-V functional and the def2-TZVPD basis) of a structure of composition C14H14CrFN in a non-equilibrium geometry.

Each line ends with the natural charge from an NBO analysis.
Geometry (Å):
C: -0.175 -1.414 -2.572  -0.411
C: -1.445 -1.401 -1.941  -0.320
C: -1.309 -1.862 -0.616  -0.312
C: 0.042 -2.203 -0.370  -0.350
C: 0.764 -2.061 -1.634  -0.351
Cr: 0.933 -0.167 -0.797  0.868
C: -1.501 1.740 -1.169  -0.471
C: -0.954 2.630 -1.961  0.063
C: 0.060 3.098 -2.627  -0.529
N: 2.474 -0.758 -0.629  -0.885
H: -2.156 -2.041 0.098  0.207
H: -2.383 -1.175 -2.428  0.199
H: 0.441 -2.715 0.523  0.233
H: 1.710 -2.478 -1.914  0.237
H: 0.054 -1.242 -3.608  0.213
H: -2.370 1.107 -1.508  0.235
H: 2.848 -0.333 -1.450  0.274
H: -1.460 1.863 -0.035  0.251
H: -0.257 4.003 -3.173  0.198
H: 1.091 2.727 -2.699  0.229
F: 0.274 0.452 5.241  -0.360
C: 0.308 0.317 3.889  0.352
C: 1.538 0.238 3.276  -0.309
C: 1.560 0.176 1.857  -0.225
C: 0.376 0.231 1.156  -0.347
C: -0.864 0.213 1.789  -0.232
C: -0.904 0.320 3.208  -0.314
H: 2.473 0.223 3.815  0.207
H: 2.487 0.015 1.318  0.246
H: -1.798 0.098 1.237  0.200
H: -1.854 0.400 3.724  0.205

Strongest force on any atom: 0.06185 hartree/bohr
LUMO energy (spin up / spin down): 3.137 / 2.990 eV
Energy above the lowest of the compared OMol25 structures with the same formula, charge and spin: 97.5 kcal per mole
Highest occupied orbital energy (spin up / spin down): -2.80 / -3.82 eV
Net charge: -1
DFT total energy: -1740.74024 hartree
Multiplicity: 4

Entry 7:
The following is a DFT calculation (the ωB97M-V functional and the def2-TZVPD basis) of an isolated molecule of C2H3BrO2 in a non-equilibrium geometry.

Each line ends with the natural charge from an NBO analysis.
Geometry (Å):
C: 0.085 -0.108 0.144  -0.674
C: 0.800 -0.752 1.291  0.447
Br: 0.531 -2.675 1.378  -0.010
O: 0.893 -0.137 2.494  -0.242
O: 2.030 -0.334 1.674  -0.242
H: 0.441 -0.537 -0.790  0.240
H: 0.277 0.963 0.153  0.241
H: -0.983 -0.291 0.237  0.240

Strongest force on any atom: 0.05032 hartree/bohr
LUMO energy: 0.783 eV
Energy above the lowest of the compared OMol25 structures with the same formula, charge and spin: 83.9 kcal per mole
Structure (SMILES): CC1(Br)OO1
Highest occupied orbital energy: -10.55 eV
Net charge: 0
DFT total energy: -2802.37981 hartree

Entry 8:
The following is a DFT calculation (the ωB97M-V functional and the def2-TZVPD basis) of an isolated molecule of C21H36N4O2.

Each line ends with the natural charge from an NBO analysis.
Geometry (Å):
C: 7.214 0.308 3.610  -0.616
C: 6.606 1.353 2.681  -0.213
N: 6.739 0.992 1.278  -0.455
C: 8.103 0.959 0.784  -0.206
C: 8.844 2.301 0.736  -0.639
C: 5.825 1.732 0.426  -0.212
C: 4.441 1.076 0.405  -0.404
C: 3.517 1.770 -0.596  -0.226
N: 2.195 1.191 -0.598  -0.598
C: 1.119 1.842 -0.101  0.646
O: 1.161 3.002 0.290  -0.659
C: -0.144 1.099 -0.076  -0.018
N: -1.238 1.787 0.379  -0.466
C: -2.337 1.012 0.353  0.205
C: -3.646 1.519 0.853  -0.658
C: -1.955 -0.233 -0.135  -0.242
C: -2.814 -1.418 -0.330  0.680
O: -2.435 -2.564 -0.161  -0.641
N: -4.081 -1.126 -0.721  -0.610
C: -5.090 -2.135 -0.952  -0.064
C: -6.313 -1.883 -0.067  -0.400
C: -7.369 -2.960 -0.300  -0.397
C: -7.779 -3.000 -1.769  -0.396
C: -6.561 -3.248 -2.654  -0.397
C: -5.505 -2.171 -2.425  -0.400
C: -0.559 -0.184 -0.394  0.016
C: 0.249 -1.323 -0.917  -0.665
H: 6.897 0.501 4.632  0.212
H: 8.300 0.331 3.584  0.199
H: 6.877 -0.683 3.319  0.214
H: 7.042 2.343 2.899  0.161
H: 5.537 1.417 2.892  0.195
H: 8.066 0.536 -0.224  0.190
H: 8.665 0.261 1.408  0.194
H: 9.829 2.158 0.301  0.213
H: 8.299 3.021 0.129  0.203
H: 8.968 2.714 1.734  0.202
H: 6.220 1.723 -0.593  0.192
H: 5.724 2.784 0.737  0.172
H: 4.560 0.024 0.139  0.201
H: 3.985 1.123 1.394  0.204
H: 3.394 2.822 -0.330  0.234
H: 3.941 1.706 -1.605  0.187
H: 2.110 0.219 -0.841  0.400
H: -1.159 2.742 0.695  0.437
H: -4.204 2.025 0.062  0.218
H: -3.481 2.239 1.653  0.227
H: -4.250 0.702 1.237  0.239
H: -4.320 -0.176 -0.948  0.391
H: -4.626 -3.088 -0.678  0.234
H: -6.008 -1.876 0.981  0.214
H: -6.733 -0.902 -0.306  0.187
H: -6.961 -3.931 -0.011  0.198
H: -8.241 -2.763 0.327  0.209
H: -8.240 -2.048 -2.043  0.191
H: -8.519 -3.787 -1.926  0.209
H: -6.135 -4.225 -2.418  0.198
H: -6.859 -3.256 -3.704  0.209
H: -4.627 -2.366 -3.044  0.217
H: -5.910 -1.195 -2.708  0.188
H: 1.078 -1.552 -0.247  0.215
H: -0.382 -2.206 -0.976  0.267
H: 0.642 -1.105 -1.911  0.212

Strongest force on any atom: 0.00940 hartree/bohr
LUMO energy: 0.695 eV
Energy above the lowest of the compared OMol25 structures with the same formula, charge and spin: 1.3 kcal per mole
Structure (SMILES): CCN(CC)CCCNC(=O)c1[nH]c(C)c(C(=O)NC2CCCCC2)c1C
Highest occupied orbital energy: -8.22 eV
Net charge: 0
DFT total energy: -1191.36551 hartree

Question: Number 1 is which compound?
Answer: C41H46GeKNO2

Question: Among the records above, which one has the highest strongest force on any atom?
Answer: C2H8NSi

Question: Among the records above, which one has the highest DFT total energy?
Answer: C2H8NSi